{"formula": "C21H33KN9S", "method": "ωB97M-V with the def2-TZVPD basis set", "total_charge": -1, "energy_ev": -62884.0705, "e_lumo_ev": 2.1579, "relative_energy_kcal_mol": 1.0, "homo_lumo_gap_ha": 0.2489, "homo_ev": -4.62, "species": ["K", "C", "C", "N", "C", "C", "N", "C", "C", "N", "H", "H", "H", "H", "H", "H", "H", "H", "H", "H", "H", "H", "H", "H", "H", "S", "C", "C", "C", "C", "C", "C", "C", "C", "C", "N", "H", "H", "H", "H", "H", "H", "N", "C", "N", "C", "N", "C", "C", "C", "C", "N", "N", "H", "H", "H", "H", "H", "H", "H", "H", "H", "H", "H", "H"], "xyz": [[-0.4932, -0.2358, 0.3908], [1.8106, 0.5385, 2.8439], [1.4023, 1.9795, 2.5166], [0.3356, 2.0826, 1.5369], [0.5513, 2.9863, 0.4291], [1.6850, 2.5062, -0.4919], [1.5871, 1.1132, -0.8629], [2.7649, 0.2915, -0.6809], [3.1533, 0.1387, 0.7960], [2.0549, -0.2496, 1.6552], [2.6786, 0.5890, 3.5262], [0.9918, 0.0600, 3.3830], [1.1436, 2.4795, 3.4596], [2.2677, 2.5228, 2.1281], [-0.5789, 2.1571, 1.9548], [-0.3771, 3.0294, -0.1471], [0.7825, 4.0212, 0.7413], [1.7226, 3.1796, -1.3613], [2.6398, 2.6547, 0.0184], [1.0886, 0.9296, -1.7220], [2.5286, -0.6874, -1.0994], [3.6481, 0.6759, -1.2246], [3.9888, -0.5748, 0.8479], [3.5636, 1.0826, 1.1656], [2.0160, -1.2414, 1.8292], [-4.5822, -1.0589, -2.4692], [-4.2596, -2.5503, -1.7112], [-2.9594, -2.6187, -1.2954], [-2.1167, -1.4942, -1.6045], [-2.9051, -0.5761, -2.2612], [-2.5085, 0.7481, -2.7549], [-3.4028, 1.5267, -3.5165], [-3.0249, 2.7662, -3.9786], [-1.7483, 3.2316, -3.6861], [-0.9356, 2.4087, -2.9290], [-1.2827, 1.2141, -2.4622], [-5.0386, -3.2856, -1.5782], [-2.6067, -3.4956, -0.7594], [-4.3892, 1.1483, -3.7428], [-3.7167, 3.3598, -4.5640], [-1.3912, 4.1934, -4.0282], [0.0696, 2.7365, -2.6806], [-0.3301, -3.6846, 5.4755], [-1.0832, -2.8802, 5.1091], [-1.9930, -1.9786, 4.7703], [-1.6892, -1.3059, 3.6914], [-1.4716, -0.6571, 2.7474], [2.3144, -4.0337, -2.8400], [0.8954, -3.4767, -2.7328], [-0.0905, -4.6066, -2.4196], [0.4974, -2.8114, -4.0477], [0.8820, -2.3886, -1.7327], [1.0106, -2.7797, -0.3674], [2.3698, -4.8074, -3.6076], [2.6332, -4.4903, -1.9002], [3.0159, -3.2374, -3.0905], [-0.0756, -5.3539, -3.2160], [-1.1057, -4.2187, -2.3356], [0.1664, -5.1219, -1.4915], [0.5337, -3.5250, -4.8726], [1.1772, -1.9870, -4.2677], [-0.5141, -2.4088, -3.9739], [-0.0450, -1.9340, -1.7864], [1.9060, -3.2323, -0.2306], [0.2913, -3.4484, -0.0929]], "forces_ev_per_angstrom": [[-0.1, -0.4, -0.5], [0.0, 0.0, 0.1], [0.0, 0.1, 0.1], [0.1, 0.1, 0.2], [-0.1, 0.0, -0.1], [0.1, 0.1, 0.0], [0.1, 0.1, 0.1], [0.0, 0.0, -0.1], [0.2, 0.0, 0.0], [0.0, 0.0, -0.1], [0.0, 0.0, 0.0], [0.0, 0.0, 0.0], [0.0, 0.0, 0.0], [0.0, 0.0, 0.0], [0.0, 0.1, 0.1], [0.0, 0.0, 0.0], [0.0, 0.0, 0.0], [0.0, 0.0, 0.0], [0.0, 0.0, 0.0], [0.0, 0.0, 0.0], [0.0, 0.0, 0.0], [0.0, 0.0, 0.0], [0.0, 0.0, 0.0], [0.0, 0.0, 0.0], [0.0, 0.0, 0.0], [-0.2, -0.1, -0.2], [0.2, 0.1, 0.2], [-0.1, -0.2, -0.1], [-0.3, 0.0, -0.2], [0.4, 0.2, 0.2], [-0.2, -0.1, 0.0], [0.1, 0.1, 0.0], [0.0, 0.0, 0.0], [0.0, 0.0, 0.0], [0.1, 0.1, -0.1], [0.0, -0.1, 0.0], [-0.1, 0.0, 0.0], [0.0, 0.0, 0.0], [0.0, 0.0, 0.0], [0.0, 0.0, 0.0], [0.0, 0.0, 0.0], [0.0, 0.0, 0.0], [0.0, -0.1, 0.0], [-0.2, 0.0, 0.2], [0.3, -0.1, -0.3], [-0.1, 0.1, 0.2], [-0.2, 0.1, 0.3], [-0.1, 0.0, 0.0], [0.0, 0.0, 0.0], [0.0, 0.0, 0.0], [0.0, 0.0, 0.0], [0.0, 0.0, -0.1], [-0.1, -0.1, 0.1], [0.0, 0.0, 0.0], [0.0, 0.0, 0.0], [0.0, 0.0, 0.0], [0.0, 0.0, 0.0], [0.0, 0.0, 0.0], [0.0, 0.0, 0.0], [0.0, 0.0, 0.0], [0.0, 0.0, 0.0], [0.0, 0.0, 0.0], [0.0, 0.1, 0.0], [0.0, 0.1, 0.0], [0.0, 0.0, -0.1]], "lowdin_charge": [0.6536, -0.2211, -0.2072, -0.1247, -0.2209, -0.2243, -0.1020, -0.2190, -0.2131, -0.1008, 0.1124, 0.0934, 0.1165, 0.0974, 0.1028, 0.1042, 0.1122, 0.1029, 0.0995, 0.0795, 0.0839, 0.1103, 0.1139, 0.0973, 0.1013, 0.9480, -0.4601, -0.2704, -0.2098, -0.5465, -0.2942, -0.0601, -0.0873, -0.0881, -0.1648, 0.1113, 0.0483, 0.0764, 0.0670, 0.1001, 0.0910, 0.0814, 0.0402, -0.4746, 0.0162, -0.4248, 0.0085, -0.0595, -0.6366, -0.0492, -0.0457, -0.0980, -0.0012, 0.0770, 0.0665, 0.0774, 0.0800, 0.0594, 0.0719, 0.0796, 0.0800, 0.0775, 0.0245, 0.0685, 0.0721]}

=====

{"formula": "C21H33N3O2", "method": "ωB97M-V with the def2-TZVPD basis set", "energy_ev": -30879.6766, "e_lumo_ev": 0.5706, "relative_energy_kcal_mol": 3.4, "homo_lumo_gap_ha": 0.3383, "smiles": "CCCCNC(=O)N1CCC(CCC(=O)N(C)Cc2ccccc2)CC1", "homo_ev": -8.64, "species": ["C", "C", "C", "C", "N", "C", "O", "N", "C", "C", "C", "C", "C", "C", "O", "N", "C", "C", "C", "C", "C", "C", "C", "C", "C", "C", "H", "H", "H", "H", "H", "H", "H", "H", "H", "H", "H", "H", "H", "H", "H", "H", "H", "H", "H", "H", "H", "H", "H", "H", "H", "H", "H", "H", "H", "H", "H", "H", "H"], "xyz": [[-0.7896, -2.8562, -0.4951], [-1.6610, -3.7836, 0.3459], [-2.9013, -3.1232, 0.9523], [-3.9903, -2.7389, -0.0602], [-3.7901, -1.4383, -0.6581], [-4.4163, -0.3413, -0.1338], [-5.3057, -0.4325, 0.6923], [-4.0575, 0.8803, -0.6701], [-2.9029, 1.0791, -1.5153], [-1.6344, 1.2098, -0.6710], [-1.7711, 2.3821, 0.3053], [-0.5969, 2.4415, 1.2900], [0.7752, 2.4833, 0.6157], [1.2904, 1.0860, 0.3017], [0.8037, 0.0820, 0.7916], [2.3399, 1.0206, -0.5507], [3.0063, 2.1733, -1.1074], [2.8794, -0.2809, -0.9148], [4.2525, -0.4859, -0.3325], [4.4166, -0.4776, 1.0479], [5.6721, -0.6339, 1.6043], [6.7781, -0.8022, 0.7866], [6.6221, -0.8141, -0.5882], [5.3647, -0.6523, -1.1453], [-3.0830, 2.2577, 1.0915], [-4.2886, 2.0365, 0.1734], [-1.2964, -2.5585, -1.4114], [0.1260, -3.3712, -0.7816], [-0.5118, -1.9679, 0.0687], [-1.0528, -4.1722, 1.1662], [-1.9736, -4.6368, -0.2621], [-3.3394, -3.8241, 1.6656], [-2.6083, -2.2307, 1.5090], [-4.0450, -3.4878, -0.8571], [-4.9573, -2.6874, 0.4447], [-2.9084, -1.3133, -1.1233], [-2.8217, 0.2786, -2.2531], [-3.0698, 2.0106, -2.0691], [-0.7727, 1.3544, -1.3255], [-1.4727, 0.2940, -0.1009], [-1.7974, 3.3140, -0.2751], [-0.7188, 3.3241, 1.9211], [-0.6287, 1.5589, 1.9321], [1.4993, 2.9461, 1.2922], [0.7333, 3.0857, -0.2923], [3.9554, 1.8527, -1.5324], [2.4097, 2.6383, -1.8987], [3.2156, 2.9195, -0.3403], [2.1860, -1.0250, -0.5129], [2.9048, -0.3656, -2.0063], [3.5493, -0.3525, 1.6794], [5.7899, -0.6281, 2.6778], [7.7590, -0.9261, 1.2208], [7.4809, -0.9469, -1.2298], [5.2475, -0.6641, -2.2205], [-3.2402, 3.1533, 1.6951], [-3.0126, 1.4030, 1.7680], [-5.1856, 1.8464, 0.7634], [-4.4559, 2.9074, -0.4675]], "forces_ev_per_angstrom": [[-0.1, -0.2, 0.2], [0.0, 0.2, 0.1], [-0.1, -0.2, -0.2], [-0.1, -0.1, 0.3], [0.3, -0.1, -0.3], [-0.1, 0.1, -0.5], [-0.1, -0.1, 0.5], [-0.1, 0.2, -0.1], [0.3, -0.2, 0.0], [-0.3, 0.2, -0.1], [0.1, -0.3, 0.4], [0.0, 0.1, -0.2], [-0.3, -0.2, 0.3], [0.1, 0.3, -0.1], [-0.2, -0.2, 0.3], [0.1, -0.3, -0.2], [-0.1, 0.3, -0.1], [-0.2, -0.2, 0.1], [0.0, 0.0, -0.1], [0.0, 0.0, 0.0], [0.0, 0.0, 0.1], [0.1, 0.0, 0.0], [0.1, 0.0, 0.0], [-0.1, 0.0, 0.0], [-0.1, 0.2, -0.4], [-0.2, 0.0, 0.5], [0.0, 0.1, -0.2], [0.1, 0.0, -0.1], [0.1, 0.1, 0.0], [0.0, -0.1, 0.0], [0.0, -0.1, 0.1], [0.0, 0.0, 0.1], [0.0, 0.0, 0.1], [0.0, 0.0, 0.1], [0.1, -0.1, -0.1], [-0.1, 0.1, 0.0], [0.0, 0.1, 0.0], [0.0, -0.1, -0.1], [0.1, -0.1, 0.0], [0.0, -0.1, 0.0], [0.0, 0.0, 0.0], [0.0, 0.0, 0.0], [0.0, 0.1, 0.0], [0.1, 0.1, -0.1], [0.1, 0.1, 0.0], [0.0, 0.0, 0.0], [0.1, 0.0, 0.0], [0.0, 0.0, -0.1], [0.1, 0.1, -0.2], [0.0, 0.0, 0.1], [-0.1, 0.0, 0.1], [0.0, 0.0, 0.1], [0.1, 0.0, 0.0], [0.1, 0.0, 0.0], [0.0, 0.0, -0.1], [0.0, 0.0, 0.1], [0.0, 0.0, 0.1], [0.1, 0.1, -0.1], [0.0, 0.0, 0.0]], "lowdin_charge": [-0.1069, -0.2614, -0.1900, -0.1819, 0.0753, -0.5310, 0.0538, -0.0545, -0.1523, -0.1331, -0.3192, -0.1617, -0.1005, -0.4725, 0.0304, -0.0954, -0.0351, -0.1049, -0.2177, -0.0269, -0.0784, -0.0931, -0.0862, -0.0526, -0.1301, -0.1488, 0.0638, 0.0710, 0.0519, 0.1035, 0.1032, 0.1068, 0.1155, 0.1197, 0.1142, 0.0848, 0.1177, 0.1272, 0.1194, 0.1047, 0.1470, 0.1175, 0.1181, 0.1264, 0.1143, 0.0894, 0.0944, 0.0934, 0.1225, 0.1297, 0.1154, 0.1029, 0.1003, 0.1014, 0.1096, 0.1188, 0.1268, 0.1184, 0.1245]}